i:
{"formula": "C2H2ClO2P", "method": "ωB97M-V with the def2-TZVPD basis set", "charge": 0, "homo_energy_ev": -9.94, "orbital_gap_ev": 9.321, "elements": ["Cl", "P", "O", "O", "C", "C", "H", "H"], "xyz": [[1.221, -1.338, 3.243], [-1.228, 0.248, -1.227], [-0.288, -0.580, -0.480], [1.800, -0.238, -2.725], [0.753, 0.258, -2.903], [-0.459, 0.719, -2.835], [-1.171, 1.100, -3.513], [1.160, -2.418, 4.003]]}



ii:
{"formula": "C2H2ClO2P", "method": "ωB97M-V with the def2-TZVPD basis set", "charge": 0, "homo_energy_ev": -10.01, "orbital_gap_ev": 10.084, "elements": ["Cl", "P", "O", "O", "C", "C", "H", "H"], "xyz": [[-3.655, -1.420, 0.097], [-4.101, 0.606, 0.073], [-2.139, 1.025, 1.207], [-3.711, 1.070, -1.240], [-0.105, 0.123, 0.179], [-1.156, 0.612, 0.727], [0.538, 0.725, -0.435], [0.174, -0.898, 0.356]]}



Most stable one: ii, least stable one: i.